DFT (ωB97M-V with the def2-TZVPD basis set) results for a structure of composition C5H17NbO4S2 in a non-equilibrium geometry.

Structure (XYZ):
```
29
Properties=species:S:1:pos:R:3:forces:R:3
O 2.387 -0.418 4.947 -1.812 1.730 -0.025
C 1.825 0.738 5.092 4.637 1.784 0.764
O 2.609 1.861 5.191 -3.014 -3.267 -0.417
Nb -0.464 0.693 5.207 3.249 -1.010 -0.491
H -0.645 -0.030 3.548 -0.481 0.959 -0.029
H -0.657 2.326 4.424 -0.662 0.566 -0.340
H -0.369 1.581 6.819 -0.471 0.576 0.274
H -0.329 -0.944 5.988 -0.625 -0.569 0.511
H -2.277 0.558 5.413 -0.714 0.001 0.383
C -0.156 -1.744 -0.504 0.011 -0.021 -0.151
S -0.370 -0.614 0.890 -0.030 -0.325 0.907
O -0.828 -1.424 2.052 -0.013 -0.437 -1.512
C -1.815 0.235 0.219 -0.199 0.077 -0.120
H 0.682 -2.407 -0.284 -0.046 0.093 0.177
H -1.061 -2.338 -0.647 -0.012 0.042 0.041
H 0.063 -1.172 -1.406 -0.057 -0.042 0.065
H -2.617 -0.482 0.033 0.062 -0.049 0.031
H -1.542 0.743 -0.708 0.052 -0.061 -0.015
H -2.149 0.972 0.951 0.173 -0.127 0.110
C 0.816 1.454 -4.236 0.104 0.030 0.048
S -0.272 0.082 -4.675 -0.066 -0.076 0.286
O -0.639 -0.619 -3.409 0.165 0.264 -0.617
C 0.997 -0.910 -5.492 0.137 -0.071 0.005
H 0.236 2.186 -3.674 -0.042 -0.127 -0.030
H 1.640 1.093 -3.618 -0.085 -0.056 0.008
H 1.203 1.918 -5.145 -0.059 -0.044 -0.007
H 1.810 -1.123 -4.796 -0.082 0.039 0.044
H 1.377 -0.370 -6.361 -0.055 0.022 0.029
H 0.544 -1.846 -5.818 -0.066 0.096 0.070
```
Positions in Å, forces in eV/Å.

The calculation puts the LUMO energy at 2.947 eV. The energy above the lowest of the compared OMol25 structures with the same formula, charge and spin comes out at 0.8664 eV. For the maximum force, the calculation gives 0.098 hartree/bohr. The calculated total energy is -36860.15672 eV. As for the HOMO-LUMO gap: 2.08 eV. The net charge is -2.

Mulliken population analysis, charges in e, atoms 1 to 6: -0.57 0.43 -0.73 -1.31 0.32 -0.01